1.
DFT (the ωB97M-V functional and the def2-TZVPD basis) results for C22H22ClNO4S in the gas phase.

**E**: -2065.07191 hartree
**HOMO-LUMO gap**: 7.47 eV
**Energy relative to the best compared isomer or geometry (same formula, charge and spin)**: 383.40 kcal per mole
**SMILES**: CC[C@@H](C)NC(=O)COC(=O)c1oc2ccccc2c1CSc1ccc(Cl)cc1
**Lowest unoccupied orbital energy**: -1.34 eV
**E_HOMO**: -8.81 eV

Structure (ORCA input):
```
! wB97M-V def2-TZVPD RIJCOSX def2/J DEFGRID3
* xyz 0 1
C -2.34 1.10 -6.77
C -1.52 1.60 -5.61
C -2.35 1.67 -4.29
C -2.87 0.22 -3.69
N -1.49 2.42 -3.12
C -1.88 3.50 -2.65
O -2.83 4.22 -3.01
C -0.81 3.94 -1.65
O -0.09 2.70 -1.25
C 0.05 2.52 0.14
O -0.59 3.45 1.07
C 0.73 1.42 0.40
O 1.32 0.66 -0.49
C 2.25 -0.14 0.03
C 2.85 -1.16 -0.61
C 3.62 -2.00 0.01
C 3.38 -2.01 1.64
C 2.59 -0.95 2.30
C 1.88 -0.19 1.52
C 1.18 0.96 1.68
C 0.44 1.40 3.10
S -1.27 0.44 3.15
C -0.61 -1.30 2.59
C 0.01 -2.05 3.66
C 0.36 -3.33 3.24
C 0.38 -3.61 2.04
Cl 1.02 -5.26 1.46
C -0.22 -2.85 1.05
C -0.78 -1.78 1.21
H -1.50 1.08 -7.73
H -3.06 1.63 -6.88
H -2.61 0.08 -6.72
H -0.70 0.82 -5.50
H -1.09 2.65 -5.67
H -3.27 2.40 -4.45
H -3.54 -0.12 -4.41
H -3.34 0.28 -2.86
H -2.09 -0.28 -3.67
H -1.02 1.52 -2.68
H -1.43 4.29 -0.79
H -0.31 4.81 -1.99
H 3.02 -1.16 -1.75
H 4.08 -2.87 -0.24
H 4.21 -2.81 1.97
H 2.53 -1.04 3.20
H 1.08 0.84 3.68
H 0.12 2.26 3.17
H -0.27 -1.70 4.71
H 0.78 -4.17 4.03
H -0.51 -3.28 0.01
H -1.03 -0.94 0.57
*
```

Mulliken atomic charge list, values in e, 5 entries: -1.550 -0.174 0.032 -2.416 -0.090

---

2.
DFT (the ωB97M-V functional and the def2-TZVPD basis) results for C5H10O3Si in the gas phase.

**E**: -711.69755 hartree
**HOMO-LUMO gap**: 9.74 eV
**Energy relative to the best compared isomer or geometry (same formula, charge and spin)**: 76.90 kcal per mole
**SMILES**: CC[Si@]1(OC)O[C@@H]1C=O
**Lowest unoccupied orbital energy**: 0.48 eV
**E_HOMO**: -9.26 eV

Structure (ORCA input):
```
! wB97M-V def2-TZVPD RIJCOSX def2/J DEFGRID3
* xyz 0 1
C 1.01 -2.14 -0.82
C -0.16 -1.43 -0.04
Si -0.04 0.42 -0.11
O -1.55 0.99 0.23
C -2.21 2.23 0.15
O 1.05 0.87 -1.24
C 1.64 1.41 0.03
C 3.08 1.19 0.41
O 3.68 1.89 1.17
H 0.77 -3.26 -1.08
H 1.16 -1.49 -1.74
H 1.83 -2.20 -0.18
H -0.38 -1.91 0.84
H -1.03 -1.75 -0.59
H -1.70 2.75 0.96
H -3.33 2.09 0.31
H -2.06 2.67 -0.91
H 1.43 2.54 0.20
H 3.41 0.29 -0.20
*
```

Mulliken atomic charge list, values in e, 5 entries: -0.986 -0.771 0.492 -0.192 -0.528

---

3.
DFT (the ωB97M-V functional and the def2-TZVPD basis) results for an isolated ion of composition C2H4N3O and charge +1.

**E**: -317.69251 hartree
**HOMO-LUMO gap**: 11.50 eV
**Energy relative to the best compared isomer or geometry (same formula, charge and spin)**: 93.65 kcal per mole
**SMILES**: N#CC(=[NH2+])NO
**Lowest unoccupied orbital energy**: -5.32 eV
**E_HOMO**: -16.82 eV

Structure (ORCA input):
```
! wB97M-V def2-TZVPD RIJCOSX def2/J DEFGRID3
* xyz 1 1
N 1.75 -3.31 -0.53
C 1.43 -2.23 -0.52
C 0.49 -0.63 -0.34
N 0.81 0.32 -1.21
N -0.21 -0.59 0.73
O -1.03 0.41 1.06
H 1.57 0.10 -1.97
H 0.22 1.08 -1.36
H -0.29 -1.44 1.26
H -0.36 1.14 1.56
*
```

Mulliken atomic charge list, values in e, 5 entries: -0.155 -0.036 0.691 -0.378 -0.003

---

4.
DFT (the ωB97M-V functional and the def2-TZVPD basis) results for a 2-piece molecular cluster, C5H7IN2S overall.

**E**: -999.98753 hartree
**HOMO-LUMO gap**: 8.06 eV
**Energy relative to the best compared isomer or geometry (same formula, charge and spin)**: 60.79 kcal per mole
**Lowest unoccupied orbital energy**: -0.17 eV
**E_HOMO**: -8.23 eV

Structure (ORCA input):
```
! wB97M-V def2-TZVPD RIJCOSX def2/J DEFGRID3
* xyz 0 1
C -2.13 -1.40 0.69
C -1.86 -0.09 0.42
C -0.56 -1.42 -0.74
C 2.68 0.05 1.02
C -0.33 0.99 -1.33
N -1.34 -2.18 -0.06
N -0.75 -0.05 -0.50
S -1.19 2.38 -1.40
I 2.68 1.74 -0.42
H -2.91 -1.79 1.34
H -2.04 0.86 1.04
H 0.16 -1.78 -1.41
H 3.52 0.12 1.66
H 2.80 -0.69 0.36
H 1.68 0.22 1.59
H -0.41 3.04 -2.26
*
```

Mulliken atomic charge list, values in e, 5 entries: -0.364 -0.267 -0.104 -0.797 -0.330

---

5.
DFT (the ωB97M-V functional and the def2-TZVPD basis) results for C19H28ClNO6 in the gas phase.

**E**: -1707.13262 hartree
**HOMO-LUMO gap**: 9.56 eV
**Energy relative to the best compared isomer or geometry (same formula, charge and spin)**: 5.53 kcal per mole
**SMILES**: CO[C@@H]1[C@H](OC(=O)NC(=O)CCl)CC[C@]2(CO2)[C@H]1[C@@]1(C)O[C@@H]1CC=C(C)C
**Lowest unoccupied orbital energy**: 0.52 eV
**E_HOMO**: -9.04 eV

Structure (ORCA input):
```
! wB97M-V def2-TZVPD RIJCOSX def2/J DEFGRID3
* xyz 0 1
C -1.55 -2.45 2.81
O -0.63 -2.69 1.77
C -0.32 -1.59 0.95
C -1.41 -1.27 -0.09
O -2.61 -0.83 0.58
C -3.25 0.22 0.05
O -2.89 0.86 -0.89
N -4.39 0.45 0.81
C -5.41 1.36 0.62
O -6.24 1.53 1.48
C -5.45 2.06 -0.72
Cl -5.88 0.83 -1.94
C -1.70 -2.49 -0.96
C -0.42 -2.88 -1.69
C 0.66 -3.17 -0.66
C 0.78 -4.52 -0.12
O 1.71 -4.01 -1.04
C 0.99 -1.97 0.23
C 1.71 -0.87 -0.54
C 3.08 -1.30 -1.04
O 0.97 -0.05 -1.41
C 1.49 0.56 -0.26
C 2.59 1.60 -0.43
C 2.16 2.96 0.02
C 2.98 4.00 0.13
C 4.44 3.89 -0.20
C 2.51 5.35 0.58
H -2.57 -2.31 2.43
H -1.51 -3.33 3.45
H -1.26 -1.56 3.39
H -0.17 -0.70 1.59
H -1.07 -0.45 -0.74
H -4.47 -0.10 1.65
H -6.23 2.82 -0.72
H -4.48 2.47 -1.00
H -2.03 -3.31 -0.32
H -2.49 -2.25 -1.67
H -0.58 -3.76 -2.31
H -0.10 -2.06 -2.33
H 1.15 -4.66 0.89
H 0.14 -5.31 -0.49
H 1.68 -2.31 1.00
H 3.79 -1.29 -0.22
H 3.03 -2.31 -1.44
H 3.42 -0.64 -1.82
H 0.74 0.84 0.47
H 3.47 1.28 0.15
H 2.88 1.64 -1.48
H 1.11 3.08 0.25
H 4.58 3.57 -1.23
H 4.93 3.15 0.44
H 4.94 4.85 -0.07
H 2.70 6.09 -0.19
H 3.05 5.66 1.48
H 1.45 5.34 0.81
*
```

Mulliken atomic charge list, values in e, 5 entries: -0.740 -0.333 -1.163 0.036 -0.202

---

6.
DFT (the ωB97M-V functional and the def2-TZVPD basis) results for a 12-piece molecular cluster, C28H61N4O30 overall.

**E**: -3579.12168 hartree
**HOMO-LUMO gap**: 3.73 eV
**Energy relative to the best compared isomer or geometry (same formula, charge and spin)**: 145.27 kcal per mole
**Lowest unoccupied orbital energy**: 1.48 eV
**E_HOMO**: -2.25 eV

Structure (ORCA input):
```
! wB97M-V def2-TZVPD RIJCOSX def2/J DEFGRID3
* xyz -1 1
C 29.61 4.36 -15.54
C 29.51 3.85 -14.04
C 30.21 4.94 -13.08
O 28.17 3.53 -13.79
H 29.01 5.18 -15.94
H 29.47 3.54 -16.25
H 30.62 4.75 -15.64
H 30.14 2.96 -13.99
H 30.26 4.76 -12.01
H 29.58 5.78 -13.36
H 31.20 5.09 -13.50
C 21.39 5.94 -18.22
O 22.24 6.95 -17.69
C 23.10 6.62 -16.69
O 23.31 5.50 -16.27
O 23.80 7.74 -16.40
C 24.89 7.72 -15.54
H 20.95 6.35 -19.12
H 20.59 5.82 -17.49
H 21.95 5.05 -18.52
H 24.51 7.36 -14.58
H 25.33 8.72 -15.52
H 25.66 7.07 -15.94
C 32.33 0.32 -25.77
O 31.71 0.80 -24.61
C 32.45 1.52 -23.87
O 33.65 1.76 -24.08
O 31.79 1.81 -22.78
C 32.44 2.22 -21.61
H 31.58 0.05 -26.52
H 32.89 -0.60 -25.60
H 33.10 0.97 -26.19
H 33.13 3.02 -21.89
H 32.93 1.31 -21.25
H 31.79 2.58 -20.82
C 26.09 -3.27 -19.27
O 27.49 -3.06 -19.13
C 27.92 -2.37 -18.11
O 27.23 -1.65 -17.35
O 29.25 -2.52 -18.05
C 30.01 -1.84 -17.07
H 25.73 -4.05 -18.60
H 25.85 -3.66 -20.26
H 25.52 -2.36 -19.09
H 31.09 -1.98 -17.08
H 29.72 -2.18 -16.07
H 29.87 -0.76 -17.09
C 23.45 1.55 -21.13
O 24.50 2.51 -21.31
C 25.35 2.77 -20.30
O 25.11 2.39 -19.18
O 26.49 3.43 -20.74
C 26.68 3.92 -22.04
H 23.93 0.57 -21.04
H 22.72 1.50 -21.94
H 22.81 1.69 -20.26
H 27.38 3.44 -22.72
H 27.06 4.93 -21.89
H 25.74 3.94 -22.60
C 30.48 9.94 -17.81
O 29.33 9.24 -18.24
C 28.50 9.78 -19.13
O 28.60 10.90 -19.69
O 27.58 8.91 -19.51
C 26.58 9.19 -20.41
H 31.13 9.29 -17.23
H 30.18 10.81 -17.22
H 31.06 10.28 -18.66
H 25.80 8.42 -20.45
H 26.88 9.26 -21.45
H 26.11 10.07 -19.99
C 25.62 3.75 -8.76
O 24.45 4.60 -8.68
C 23.47 4.72 -9.67
O 23.49 4.11 -10.69
O 22.47 5.55 -9.29
C 22.39 6.29 -8.10
H 26.11 4.09 -7.85
H 26.30 4.02 -9.57
H 25.43 2.68 -8.72
H 22.15 5.62 -7.28
H 21.72 7.15 -8.09
H 23.38 6.66 -7.84
C 28.52 -1.69 -11.12
O 28.20 -3.11 -11.33
C 27.27 -3.49 -12.15
O 26.49 -2.67 -12.69
O 27.48 -4.73 -12.43
C 26.83 -5.32 -13.51
H 29.14 -1.59 -10.23
H 27.54 -1.32 -10.81
H 28.86 -1.14 -12.00
H 26.59 -4.72 -14.39
H 25.85 -5.70 -13.21
H 27.45 -6.04 -14.03
C 33.68 1.42 -11.61
N 34.38 0.87 -10.36
O 33.61 0.64 -9.44
O 35.50 0.53 -10.47
H 33.80 0.69 -12.41
H 34.13 2.36 -11.89
H 32.62 1.64 -11.44
C 27.81 9.85 -10.74
N 28.30 9.57 -9.34
O 29.42 9.08 -9.25
O 27.48 9.67 -8.44
H 27.51 10.90 -10.65
H 27.01 9.13 -10.88
H 28.60 9.76 -11.49
C 36.23 6.12 -16.49
N 35.79 7.24 -17.42
O 34.68 7.14 -17.95
O 36.66 8.08 -17.67
H 37.26 6.24 -16.16
H 36.33 5.29 -17.19
H 35.50 6.04 -15.68
C 33.43 3.61 -4.96
N 32.25 3.68 -5.90
O 32.51 4.13 -7.04
O 31.12 3.25 -5.60
H 33.12 3.49 -3.92
H 34.17 4.40 -5.08
H 33.94 2.67 -5.15
*
```

Mulliken atomic charge list, values in e, 5 entries: -0.974 0.540 -1.070 -0.893 0.201

---

7.
DFT (the ωB97M-V functional and the def2-TZVPD basis) results for a 2-piece molecular cluster, C6H7N5 overall.

**E**: -506.53281 hartree
**HOMO-LUMO gap**: 9.03 eV
**Energy relative to the best compared isomer or geometry (same formula, charge and spin)**: 73.64 kcal per mole
**SMILES**: C/C(N)=N/C#N.N#CC=C=N
**Lowest unoccupied orbital energy**: 0.15 eV
**E_HOMO**: -8.88 eV

Structure (ORCA input):
```
! wB97M-V def2-TZVPD RIJCOSX def2/J DEFGRID3
* xyz 0 1
C -1.78 -0.57 -0.32
C -0.48 0.00 -0.76
N -0.11 1.28 -0.57
N 0.42 -0.84 -1.26
C 1.48 -0.48 -1.88
N 2.48 -0.32 -2.46
H -1.51 -0.73 0.68
H -2.04 -1.48 -0.76
H -2.60 0.08 -0.30
H -0.69 1.94 -0.06
H 0.88 1.43 -0.76
N 0.14 1.20 2.32
C 1.16 0.69 2.09
C 2.26 -0.08 1.90
C 2.99 0.01 0.78
N 3.77 0.19 -0.10
H 2.68 -0.83 2.60
H 3.46 0.23 -1.11
*
```

Mulliken atomic charge list, values in e, 5 entries: -1.263 0.763 -0.367 -0.523 0.508

---

8.
DFT (the ωB97M-V functional and the def2-TZVPD basis) results for a 3-piece molecular cluster, C34H51BrF17NO10P3 overall.

**E**: -7428.50957 hartree
**HOMO-LUMO gap**: 6.42 eV
**Lowest unoccupied orbital energy**: -4.40 eV
**E_HOMO**: -10.81 eV

Structure (ORCA input):
```
! wB97M-V def2-TZVPD RIJCOSX def2/J DEFGRID3
* xyz 1 1
C 8.08 2.01 2.78
C 6.59 1.34 2.73
C 5.70 2.33 1.83
O 4.26 2.16 2.00
P 3.52 1.39 0.69
Br 4.88 -0.11 -0.36
C 2.84 2.55 -0.64
C 3.75 3.85 -0.86
C 2.95 5.24 -0.55
O 1.78 5.33 -0.99
N 3.71 6.26 0.16
C 3.01 6.81 1.33
C 3.71 8.03 2.04
C 3.14 8.77 3.26
C 1.77 8.26 3.81
C 1.07 7.04 3.17
C 1.69 6.31 1.94
C 2.11 0.33 1.43
C 0.76 1.19 1.69
C -0.46 0.40 1.03
F -0.61 -0.93 1.50
F -0.13 0.27 -0.37
C -1.86 1.22 1.05
F -2.82 0.35 0.47
F -1.67 2.27 0.08
C -2.26 1.78 2.49
F -1.76 0.82 3.44
F -1.55 2.98 2.79
C -3.83 1.89 2.78
F -4.50 0.62 2.77
F -3.95 2.34 4.14
C -4.63 2.88 1.79
F -3.77 3.89 1.24
F -5.08 2.14 0.65
C -5.94 3.49 2.48
F -5.63 4.53 3.41
F -6.65 2.51 3.25
C -7.02 4.11 1.46
F -7.99 4.78 2.29
F -7.77 3.11 0.77
C -6.45 5.23 0.46
F -5.61 6.17 1.06
F -7.59 5.96 0.00
F -5.92 4.60 -0.68
H 8.90 1.25 3.00
H 8.14 2.87 3.54
H 8.24 2.50 1.74
H 6.23 1.32 3.81
H 6.73 0.31 2.26
H 6.05 2.32 0.73
H 5.95 3.40 2.21
H 2.88 1.95 -1.63
H 1.75 2.86 -0.50
H 4.08 3.94 -1.97
H 4.70 3.85 -0.24
H 4.67 5.97 0.38
H 4.72 8.40 1.61
H 3.70 9.66 3.73
H 1.30 8.80 4.69
H 0.07 6.67 3.58
H 1.15 5.41 1.48
H 2.52 -0.03 2.45
H 1.92 -0.62 0.82
H 0.64 1.22 2.84
H 0.84 2.28 1.37
O -4.33 -4.09 2.90
P -4.33 -3.99 1.37
O -5.90 -3.48 1.24
C -6.13 -2.09 1.45
C -5.53 -1.23 0.35
O -4.49 -5.64 1.17
C -4.18 -6.55 2.23
C -5.38 -6.80 3.11
O -4.19 -3.84 -0.33
C -4.70 -4.83 -1.24
C -6.18 -5.15 -1.11
H -5.73 -1.79 2.43
H -7.21 -1.94 1.48
H -4.44 -1.31 0.35
H -5.79 -0.18 0.48
H -5.87 -1.57 -0.63
H -3.32 -6.19 2.81
H -3.86 -7.49 1.78
H -5.93 -5.89 3.37
H -5.09 -7.30 4.04
H -6.10 -7.45 2.60
H -4.09 -5.73 -1.17
H -4.53 -4.43 -2.24
H -6.45 -5.57 -0.14
H -6.47 -5.90 -1.86
H -6.80 -4.26 -1.25
O 5.37 -3.11 -3.94
P 4.57 -3.71 -5.11
O 3.13 -2.98 -4.72
C 2.97 -1.63 -5.14
C 2.86 -1.52 -6.65
O 4.42 -5.19 -4.36
C 5.28 -5.57 -3.28
C 4.72 -5.13 -1.94
O 3.80 -4.37 -6.49
C 2.95 -5.52 -6.42
C 1.77 -5.42 -5.47
H 3.80 -1.02 -4.77
H 2.05 -1.26 -4.69
H 3.80 -1.82 -7.14
H 2.65 -0.49 -6.95
H 2.08 -2.18 -7.04
H 6.29 -5.19 -3.45
H 5.36 -6.66 -3.30
H 4.33 -4.11 -1.95
H 5.48 -5.21 -1.16
H 3.87 -5.76 -1.66
H 3.55 -6.41 -6.21
H 2.55 -5.66 -7.43
H 2.07 -5.30 -4.42
H 1.17 -6.34 -5.51
H 1.12 -4.58 -5.72
*
```

Mulliken atomic charge list, values in e, 5 entries: -1.038 -0.226 -0.708 -0.330 0.772

---

Question: Among the records above, which one has the lowest E?
Answer: C34H51BrF17NO10P3

---

What did the first record say?
DFT (the ωB97M-V functional and the def2-TZVPD basis) results for C22H22ClNO4S in the gas phase.

**E**: -2065.07191 hartree
**HOMO-LUMO gap**: 7.47 eV
**Energy relative to the best compared isomer or geometry (same formula, charge and spin)**: 383.40 kcal per mole
**SMILES**: CC[C@@H](C)NC(=O)COC(=O)c1oc2ccccc2c1CSc1ccc(Cl)cc1
**Lowest unoccupied orbital energy**: -1.34 eV
**E_HOMO**: -8.81 eV

Structure (ORCA input):
```
! wB97M-V def2-TZVPD RIJCOSX def2/J DEFGRID3
* xyz 0 1
C -2.34 1.10 -6.77
C -1.52 1.60 -5.61
C -2.35 1.67 -4.29
C -2.87 0.22 -3.69
N -1.49 2.42 -3.12
C -1.88 3.50 -2.65
O -2.83 4.22 -3.01
C -0.81 3.94 -1.65
O -0.09 2.70 -1.25
C 0.05 2.52 0.14
O -0.59 3.45 1.07
C 0.73 1.42 0.40
O 1.32 0.66 -0.49
C 2.25 -0.14 0.03
C 2.85 -1.16 -0.61
C 3.62 -2.00 0.01
C 3.38 -2.01 1.64
C 2.59 -0.95 2.30
C 1.88 -0.19 1.52
C 1.18 0.96 1.68
C 0.44 1.40 3.10
S -1.27 0.44 3.15
C -0.61 -1.30 2.59
C 0.01 -2.05 3.66
C 0.36 -3.33 3.24
C 0.38 -3.61 2.04
Cl 1.02 -5.26 1.46
C -0.22 -2.85 1.05
C -0.78 -1.78 1.21
H -1.50 1.08 -7.73
H -3.06 1.63 -6.88
H -2.61 0.08 -6.72
H -0.70 0.82 -5.50
H -1.09 2.65 -5.67
H -3.27 2.40 -4.45
H -3.54 -0.12 -4.41
H -3.34 0.28 -2.86
H -2.09 -0.28 -3.67
H -1.02 1.52 -2.68
H -1.43 4.29 -0.79
H -0.31 4.81 -1.99
H 3.02 -1.16 -1.75
H 4.08 -2.87 -0.24
H 4.21 -2.81 1.97
H 2.53 -1.04 3.20
H 1.08 0.84 3.68
H 0.12 2.26 3.17
H -0.27 -1.70 4.71
H 0.78 -4.17 4.03
H -0.51 -3.28 0.01
H -1.03 -0.94 0.57
*
```

Mulliken atomic charge list, values in e, 5 entries: -1.550 -0.174 0.032 -2.416 -0.090

---

Question: What is the E in the fourth record?
Answer: -999.98753 hartree